225
Properties=species:S:1:pos:R:3 method="wB97M-V/def2-TZVPD" charge=+2 homo_lumo_gap_ev=4.30 largest_force_ev_per_a=4.49 lumo_ev=-4.02 total_energy_ev=-115887.9777
C -3.893 20.964 -0.945
C -5.280 20.958 -1.539
C -6.387 20.865 -0.520
C -7.770 20.386 -1.040
N -8.496 19.525 -0.013
C -9.876 19.199 -0.547
C -9.978 17.676 -0.557
C -8.940 17.183 0.451
C -7.823 18.185 0.181
C -8.486 20.159 1.369
C -9.224 21.478 1.453
C -9.110 22.180 2.818
H -3.140 21.589 -1.419
H -3.577 19.936 -0.754
H -3.909 21.333 0.085
H -5.327 20.083 -2.214
H -5.457 21.565 -2.435
H -6.492 21.721 0.146
H -6.119 20.087 0.205
H -7.590 19.652 -1.829
H -8.469 21.108 -1.459
H -10.724 19.734 -0.125
H -9.988 19.408 -1.611
H -10.977 17.262 -0.442
H -9.657 17.417 -1.567
H -9.305 17.358 1.465
H -8.547 16.174 0.355
H -7.006 18.177 0.902
H -7.317 17.999 -0.769
H -7.449 20.282 1.695
H -8.961 19.421 2.018
H -10.278 21.449 1.165
H -8.889 22.235 0.736
H -9.441 23.212 2.731
H -8.111 22.003 3.216
H -9.876 21.729 3.458
C 0.842 22.157 7.090
C -0.429 21.788 7.831
C -1.452 22.912 7.630
C -2.742 22.576 8.387
N -3.888 23.545 8.125
C -4.991 23.302 9.193
C -5.838 22.225 8.577
C -5.850 22.562 7.092
C -4.530 23.244 6.787
C -3.456 25.005 8.253
C -2.956 25.448 9.650
C -3.108 26.953 9.814
H 1.609 21.381 7.148
H 1.323 22.915 7.718
H 0.727 22.445 6.049
H -0.267 21.701 8.907
H -0.831 20.859 7.417
H -1.665 22.940 6.559
H -1.036 23.833 8.038
H -2.597 22.661 9.463
H -3.143 21.614 8.071
H -5.471 24.270 9.331
H -4.571 23.016 10.154
H -6.860 22.179 8.947
H -5.320 21.281 8.768
H -6.562 23.392 7.055
H -6.149 21.730 6.462
H -4.718 24.172 6.252
H -3.904 22.614 6.159
H -4.398 25.520 8.042
H -2.839 25.350 7.425
H -1.952 25.045 9.785
H -3.520 24.976 10.457
H -4.116 27.243 10.102
H -2.845 27.500 8.905
H -2.399 27.350 10.540
C -2.152 17.869 6.795
C -3.251 18.922 7.011
C -4.522 18.761 6.158
C -5.428 17.589 6.558
N -6.666 17.569 5.696
C -7.733 16.762 6.478
C -8.689 17.820 7.122
C -8.298 19.134 6.458
C -7.382 18.820 5.284
C -6.435 16.759 4.403
C -6.130 15.282 4.568
C -6.026 14.590 3.251
H -1.628 17.782 5.844
H -2.339 16.848 7.138
H -1.395 18.206 7.513
H -2.766 19.873 6.777
H -3.410 19.033 8.087
H -4.278 18.810 5.094
H -5.063 19.698 6.335
H -5.681 17.703 7.613
H -4.950 16.614 6.507
H -8.321 16.201 5.759
H -7.276 16.105 7.211
H -9.678 17.450 6.851
H -8.683 17.851 8.209
H -9.221 19.570 6.073
H -7.937 19.805 7.240
H -8.181 18.564 4.589
H -6.865 19.690 4.888
H -5.655 17.230 3.801
H -7.360 16.857 3.835
H -6.833 14.711 5.179
H -5.225 15.226 5.182
H -5.329 15.087 2.556
H -6.943 14.512 2.664
H -5.543 13.613 3.169
C -2.985 18.281 -3.645
C -2.079 17.083 -3.342
C -2.396 16.433 -1.971
C -1.539 16.690 -0.735
N -1.955 15.855 0.491
C -3.213 16.471 1.120
C -2.959 16.735 2.557
C -1.455 16.991 2.610
C -0.884 16.001 1.578
C -2.279 14.414 0.227
C -1.073 13.588 -0.272
C -1.356 12.151 -0.639
H -4.017 17.988 -3.850
H -2.668 18.847 -4.518
H -2.944 18.843 -2.711
H -1.062 17.489 -3.340
H -2.022 16.254 -4.044
H -2.301 15.366 -2.191
H -3.462 16.539 -1.742
H -1.500 17.718 -0.383
H -0.543 16.310 -0.959
H -4.060 15.808 0.934
H -3.489 17.370 0.566
H -3.292 15.879 3.150
H -3.436 17.648 2.921
H -1.117 16.858 3.636
H -1.217 18.024 2.352
H -0.825 15.051 2.106
H 0.062 16.257 1.103
H -3.138 14.390 -0.451
H -2.792 13.923 1.060
H -0.271 13.617 0.474
H -0.522 14.158 -1.029
H -2.270 12.106 -1.237
H -1.647 11.623 0.276
H -0.537 11.568 -1.046
C -9.162 32.786 -3.493
C -8.179 32.946 -2.363
C -7.170 31.792 -2.229
C -7.781 30.444 -1.903
N -7.033 29.610 -0.854
C -6.780 30.453 0.358
C -6.812 29.515 1.583
C -7.353 28.150 1.051
C -7.866 28.488 -0.346
C -5.689 29.203 -1.405
C -5.765 28.295 -2.639
C -4.572 27.327 -2.748
H -9.753 31.869 -3.444
H -8.622 32.678 -4.437
H -9.768 33.689 -3.489
H -8.651 32.967 -1.374
H -7.596 33.845 -2.566
H -6.367 32.121 -1.566
H -6.688 31.846 -3.213
H -7.962 29.852 -2.797
H -8.753 30.571 -1.422
H -5.876 31.056 0.337
H -7.625 31.142 0.385
H -5.853 29.508 2.099
H -7.450 30.066 2.276
H -6.542 27.424 1.028
H -8.209 27.798 1.622
H -7.934 27.698 -1.096
H -8.906 28.805 -0.257
H -5.125 28.661 -0.643
H -5.087 30.070 -1.669
H -5.812 28.889 -3.553
H -6.648 27.653 -2.653
H -4.479 26.838 -1.776
H -3.633 27.713 -3.143
H -4.806 26.539 -3.465
C -4.777 20.923 3.128
O -5.430 21.982 2.409
O -5.289 19.745 2.740
C -3.202 21.150 3.187
F -2.557 20.027 3.467
F -2.823 21.620 1.999
F -2.951 22.033 4.184
C -5.761 23.249 2.970
C -6.326 24.058 1.793
H -5.799 23.927 0.849
H -7.310 23.629 1.572
H -6.557 25.105 1.984
H -4.819 23.726 3.260
H -6.465 23.241 3.806
H -5.015 21.086 4.202
C -9.882 25.680 -0.992
O -8.721 25.384 -1.790
O -10.468 26.677 -1.659
C -10.699 24.352 -0.825
F -10.155 23.323 -1.523
F -10.773 23.982 0.481
F -11.974 24.386 -1.238
C -7.652 24.642 -1.233
C -6.653 24.372 -2.349
H -6.537 25.305 -2.896
H -5.702 23.990 -1.964
H -6.936 23.572 -3.035
H -7.918 23.722 -0.696
H -7.255 25.294 -0.438
H -9.562 26.097 -0.016
C 2.793 17.304 1.958
O 2.375 18.579 2.506
O 2.753 17.345 0.607
C 4.135 16.880 2.520
F 4.030 16.521 3.844
F 4.543 15.729 1.940
F 5.104 17.783 2.431
C 1.807 18.510 3.773
C 0.957 19.789 3.936
H 0.393 19.941 3.018
H 0.333 19.716 4.834
H 1.574 20.667 4.131
H 2.530 18.358 4.584
H 1.170 17.611 3.827
H 1.979 16.590 2.169

=====

31
Properties=species:S:1:pos:R:3 method="wB97M-V/def2-TZVPD" charge=+2 homo_lumo_gap_ev=9.01 largest_force_ev_per_a=4.88 lumo_ev=-7.64 total_energy_ev=-18514.3885
C -0.334 -0.540 -2.635
C 0.546 -1.204 -3.632
C 0.634 -0.438 -1.508
C 0.156 -1.194 2.281
C -1.922 -2.088 1.360
C 1.412 -0.867 1.563
C 1.387 0.334 0.641
C -0.766 2.494 -0.490
C -0.893 0.967 -0.327
N 1.722 -1.447 -3.205
N -0.842 -1.593 1.507
N 1.726 -1.079 -1.865
N 0.104 -1.184 3.596
N -2.709 -2.760 0.814
N 0.331 0.206 -0.341
H -0.799 0.328 -3.128
H 0.418 -1.598 -4.735
H 2.319 -0.808 2.298
H 1.694 -1.668 0.843
H 1.319 1.346 1.120
H 2.396 0.319 0.257
H 0.064 2.948 -0.031
H -0.759 2.814 -1.481
H -1.438 2.895 0.161
H -1.609 0.494 -0.949
H -1.310 0.852 0.635
H 2.651 -1.026 -1.570
H 0.863 -0.878 4.119
H -0.647 -1.613 4.021
H -1.191 -1.179 -2.284
H -3.595 -3.138 0.660

=====

89
Properties=species:S:1:pos:R:3 method="wB97M-V/def2-TZVPD" homo_lumo_gap_ev=7.62 largest_force_ev_per_a=3.03 lumo_ev=-2.22 total_energy_ev=-48357.8722
Mg 0.128 1.959 -2.863
C 3.855 0.817 -4.611
C 2.649 0.304 -3.840
C 3.055 0.151 -2.387
O 1.506 1.145 -3.972
H 4.232 1.772 -4.244
H 3.680 0.953 -5.678
H 4.693 0.121 -4.555
H 2.513 -0.687 -4.274
H 2.165 -0.169 -1.846
H 3.296 1.121 -1.954
H 3.876 -0.523 -2.144
C -0.472 0.921 0.224
O -0.547 1.439 -1.088
H 0.089 1.593 0.873
H -1.462 0.756 0.649
H 0.118 0.008 0.299
C -1.298 2.011 4.475
C 0.223 2.116 4.189
C 1.089 2.508 5.446
C 0.945 1.671 6.648
N 0.870 1.004 7.602
H -1.591 3.050 4.625
H -1.556 1.447 5.372
H -1.854 1.662 3.605
H 0.499 2.800 3.386
H 0.537 1.139 3.821
H 0.830 3.499 5.819
H 2.151 2.447 5.210
C -3.723 -0.572 -1.650
C -4.127 -0.870 -0.249
C -3.727 -2.265 0.186
C -4.229 -3.358 -0.653
N -4.587 -4.242 -1.336
H -3.902 0.475 -1.895
H -4.219 -1.281 -2.313
H -2.642 -0.655 -1.762
H -5.204 -0.727 -0.173
H -3.654 -0.142 0.411
H -4.128 -2.482 1.176
H -2.637 -2.305 0.177
C 2.333 -2.755 1.101
C 0.961 -2.439 1.738
C 0.609 -3.399 2.840
C -0.749 -3.105 3.321
N -1.812 -2.847 3.677
H 2.626 -2.008 0.363
H 2.350 -3.751 0.658
H 3.108 -2.798 1.866
H 0.114 -2.483 1.053
H 0.929 -1.415 2.111
H 1.316 -3.310 3.665
H 0.560 -4.439 2.518
C -1.451 -3.308 -3.191
C -0.252 -2.319 -2.829
C 0.991 -3.117 -2.314
C 1.390 -4.178 -3.260
N 1.697 -4.994 -3.977
H -1.266 -4.018 -3.998
H -2.359 -2.823 -3.549
H -1.639 -3.974 -2.349
H -0.573 -1.547 -2.130
H -0.050 -1.725 -3.720
H 0.738 -3.529 -1.338
H 1.855 -2.456 -2.238
C -5.533 2.930 -2.345
C -4.076 3.364 -2.355
C -3.425 3.157 -0.955
C -3.802 4.086 0.096
N -4.114 4.856 0.908
H -6.123 3.467 -1.602
H -5.624 1.869 -2.113
H -5.945 3.113 -3.338
H -3.935 4.371 -2.749
H -3.565 2.745 -3.092
H -2.343 3.250 -1.056
H -3.580 2.182 -0.494
C 5.694 1.304 2.104
C 4.824 0.734 1.045
C 3.347 0.861 1.304
C 2.949 2.273 1.542
N 2.577 3.339 1.665
H 5.557 2.385 2.118
H 6.749 1.148 1.878
H 5.421 0.804 3.034
H 5.078 -0.301 0.816
H 5.171 1.290 0.174
H 3.109 0.338 2.230
H 2.727 0.562 0.459

=====

50
Properties=species:S:1:pos:R:3 method="wB97M-V/def2-TZVPD" charge=+2 homo_lumo_gap_ev="7.61 / 5.04" multiplicity=5 largest_force_ev_per_a=1.53 lumo_ev="-7.54 / -10.21" total_energy_ev=-85860.4036
Pd 8.900 11.742 9.760
F 8.834 6.492 9.169
C 8.064 7.204 8.361
F 8.139 6.724 7.154
F 6.809 7.187 8.756
S 8.634 9.018 8.417
O 8.024 9.754 7.358
O 8.290 9.582 9.739
N 10.175 8.798 8.340
S 11.219 9.922 8.532
O 10.608 11.270 8.629
O 12.355 9.850 7.705
C 11.835 9.741 10.290
F 11.014 10.411 11.148
F 13.051 10.251 10.374
F 11.859 8.455 10.647
C 5.815 18.817 6.264
C 6.390 17.496 6.709
C 5.740 16.250 6.626
C 6.262 15.020 7.148
C 5.436 13.776 6.914
C 7.502 15.071 7.742
C 8.274 16.243 7.713
C 9.708 16.244 8.123
C 7.677 17.449 7.217
C 8.059 13.887 8.509
O 8.948 14.023 9.373
O 7.541 12.726 8.347
H 4.797 18.688 5.857
H 6.448 19.303 5.528
H 5.745 19.494 7.113
H 4.757 16.299 6.195
H 4.415 13.944 6.560
H 5.378 13.174 7.850
H 5.912 13.116 6.209
H 10.145 15.278 7.794
H 9.698 16.266 9.221
H 10.241 17.117 7.732
H 8.304 18.344 7.205
S 7.311 12.334 11.518
C 7.961 11.749 13.031
N 7.123 11.515 14.064
C 7.602 11.065 15.227
C 8.982 10.932 15.426
C 9.780 11.220 14.326
N 9.258 11.608 13.140
H 6.127 11.676 13.974
H 6.888 10.858 15.999
H 9.324 10.628 16.405
H 10.840 11.121 14.355

=====

Relative energy (zero: lowest compared OMol25 entry of this formula, charge and spin) (computed, kJ/mol): 0.00; 131.20; 174.42; 0.00